[1]
Molecular formula: C34H28Co2NO7
Method: DFT, ωB97M-V with the def2-TZVPD basis set

Its charge is -1. The HOMO energy is -0.1372 hartree. For the energy relative to the best compared isomer or geometry (same formula, charge and spin), the calculation gives 19.3 kJ/mol. Its orbital gap is 5.96 eV.

XYZ file:
```
72
Properties=species:S:1:pos:R:3:forces:R:3
C 5.12322 2.63444 3.32074 -0.572 0.383 -0.751
O 4.43604 3.18704 2.17671 0.664 0.124 0.616
C 3.14653 2.84199 1.93037 -0.931 -0.487 -0.013
C 2.62973 3.19431 0.65696 0.897 -0.126 0.908
C 1.43189 2.67589 0.24226 -0.859 -0.462 0.528
C 0.64480 1.84694 1.09975 1.580 0.094 -0.006
C -0.57735 1.29091 0.58330 -1.626 -0.297 1.985
C -1.47632 0.57884 1.42159 2.084 0.768 -1.167
N -2.71470 1.11313 1.61761 -0.604 -0.380 0.148
C -2.91279 2.55305 1.48885 -0.027 0.116 -0.779
C -4.36465 2.80210 1.90522 0.312 0.145 0.182
C -5.06396 1.43802 1.86104 -0.185 -0.275 -0.080
C -3.97564 0.37611 1.61987 -0.298 -0.214 -0.420
C -1.05809 -0.64275 2.13693 0.135 0.022 0.944
C 0.14738 -1.29429 1.80373 -0.231 0.025 -0.044
C 0.49860 -2.49894 2.40063 -0.215 0.171 0.342
C -0.37013 -3.09294 3.32827 -0.014 0.220 -0.003
C -1.49246 -2.38442 3.77808 0.333 -0.110 -0.197
C -1.80001 -1.14242 3.22641 0.232 -0.073 -0.193
C 1.10605 1.66136 2.43352 -0.750 0.124 -0.766
C 2.33034 2.14443 2.85167 0.908 0.429 -0.626
H 6.13071 3.03882 3.22433 -0.064 -0.145 0.180
H 4.66591 2.97423 4.25830 0.103 -0.064 -0.114
H 5.14633 1.53600 3.28651 -0.091 0.243 -0.045
H 3.23549 3.83455 0.01777 -0.078 -0.267 0.047
H 1.05648 2.87893 -0.76344 0.165 -0.035 0.254
H -0.95630 1.77565 -0.31260 -0.271 0.326 0.507
H -2.18627 3.11098 2.09888 -0.117 -0.339 -0.157
H -2.75464 2.86348 0.44426 -0.148 0.092 0.241
H -4.38083 3.21896 2.91570 -0.123 -0.018 -0.107
H -4.82312 3.52261 1.22552 -0.058 -0.018 0.178
H -5.59398 1.23266 2.79567 -0.016 0.077 -0.171
H -5.78907 1.40020 1.04377 -0.010 0.014 0.187
H -4.13560 -0.13039 0.65107 0.111 0.197 0.198
H -4.00205 -0.41557 2.37518 0.042 0.269 -0.191
H 0.81610 -0.82217 1.08092 -0.346 -0.362 0.102
H 1.45888 -2.96574 2.16189 -0.438 0.083 -0.081
H -0.15415 -4.09399 3.70659 -0.041 0.339 0.025
H -2.12284 -2.79357 4.56595 0.151 0.042 -0.125
H -2.59522 -0.53436 3.65981 0.180 -0.287 -0.193
H 0.47520 1.11736 3.13934 0.242 0.190 -0.202
H 2.67298 1.97381 3.87329 -0.086 -0.041 -0.326
O 5.78008 -0.55704 -0.53051 -0.120 0.150 -0.307
C 4.80759 -0.61569 -1.14282 0.464 -0.749 0.982
Co 3.30565 -0.63518 -2.05272 0.438 1.163 -1.063
C 3.41810 1.06989 -2.34935 -0.842 1.246 0.540
O 3.46992 2.21370 -2.49643 0.218 -0.998 -0.153
C 3.36598 -0.97506 -3.78464 0.195 -0.918 -2.076
O 3.42880 -1.11022 -4.93301 -0.050 0.303 1.302
C 1.56199 -0.37489 -1.24688 -0.570 2.891 2.240
C 0.30183 -0.73607 -1.71288 -0.695 2.282 -0.892
C -0.91043 -0.28198 -2.10161 0.039 -0.508 -0.619
C -1.52624 -0.94198 -3.26235 -0.921 -0.741 0.099
C -2.02019 -0.20641 -4.36777 0.395 -0.368 0.305
C -2.30771 -0.84723 -5.57153 -0.206 -0.246 0.110
C -2.22039 -2.24093 -5.68146 0.180 0.061 0.157
C -1.84093 -2.98926 -4.56181 -0.242 0.265 -0.023
C -1.55489 -2.35299 -3.35777 -0.099 0.163 -0.129
Co 1.41753 -2.13479 -1.54693 1.298 -4.179 -0.742
C 3.04103 -2.82002 -1.13316 0.237 -1.064 1.178
O 3.80490 -3.59646 -0.72221 -0.367 1.093 -0.697
C 1.35347 -2.86940 -3.14318 -0.229 -1.743 -2.244
O 1.37150 -3.47500 -4.12750 0.042 1.026 1.319
C 0.37650 -3.29383 -0.69708 -0.606 -0.463 1.161
O -0.33356 -4.06082 -0.20416 0.807 0.801 -0.810
H 1.67342 0.30931 -0.40588 -0.007 -0.620 0.262
H -1.33591 0.66152 -1.77287 0.487 0.260 -0.578
H -2.11115 0.87556 -4.27432 0.170 -0.165 -0.127
H -2.59159 -0.26081 -6.44639 -0.048 -0.090 0.248
H -2.46110 -2.74501 -6.61935 0.158 0.203 0.213
H -1.75278 -4.07387 -4.63102 -0.169 0.220 0.037
H -1.36388 -2.94025 -2.45463 0.101 0.231 -0.508
```
Positions in Å, forces in eV/Å.

[2]
Molecular formula: C7H10OS
Method: DFT, ωB97M-V with the def2-TZVPD basis set

Its SMILES is C#CSC(=O)C(C)(C)C. Its charge is 0. The HOMO energy is -0.3408 hartree. For the energy relative to the best compared isomer or geometry (same formula, charge and spin), the calculation gives 271.0 kJ/mol. Its orbital gap is 10.01 eV.

XYZ file:
```
19
Properties=species:S:1:pos:R:3:forces:R:3
C 2.00300 -3.54073 -2.82196 1.348 -1.505 -1.010
C 1.11172 -2.96138 -2.31989 -2.349 1.201 1.701
C 0.79869 -0.84063 -0.87165 -0.573 2.038 -0.013
C -0.37402 -0.49770 1.33735 0.319 -3.362 -2.125
C 0.90490 1.34289 0.54709 -0.366 0.925 -5.245
C -1.45251 0.54208 -0.44415 3.209 -0.018 -2.715
C -0.00457 0.20906 0.01814 0.453 -1.513 1.945
O 1.90405 -0.69127 -1.29746 0.145 0.474 0.597
S -0.12547 -2.27989 -1.36633 -0.082 -0.556 -0.499
H 2.68927 -4.24540 -3.19224 0.559 -0.024 -0.371
H -1.38225 -0.42128 1.53579 -2.266 0.490 0.516
H -0.25917 -1.59945 1.28116 0.353 0.440 0.157
H 0.12221 -0.14056 2.14035 1.886 0.959 2.568
H 0.38563 1.92775 1.20241 -1.593 1.329 2.053
H 1.11450 2.06171 -0.30473 0.051 -0.695 0.719
H 1.84132 1.11196 0.95187 1.210 -1.074 0.551
H -1.82735 1.21609 0.23672 -1.289 1.119 1.630
H -1.96150 -0.37514 -0.59380 -0.894 -0.690 0.324
H -1.43088 1.02551 -1.39982 -0.120 0.463 -0.783
```
Positions in Å, forces in eV/Å.

[3]
Molecular formula: C23H19N5O4S3SbSe4Tc
Method: DFT, ωB97M-V with the def2-TZVPD basis set

Its charge is 0. The HOMO energy (spin up / spin down) is -0.2868 / -0.2868 hartree. For the energy relative to the best compared isomer or geometry (same formula, charge and spin), the calculation gives 230.8 kJ/mol. Its orbital gap (spin up / spin down) is 3.72 / 3.72 eV.

XYZ file:
```
60
Properties=species:S:1:pos:R:3:forces:R:3
Tc -0.53634 0.34762 0.22945 -1.023 -1.514 1.117
N 3.21700 -1.72902 -0.72603 -0.090 0.146 0.126
C 2.12495 -1.14042 -0.17043 -0.331 0.100 -0.404
S 0.72524 -0.86320 -1.35820 0.190 0.016 0.023
N 2.03781 -0.86891 1.06743 0.278 -0.137 0.250
N 0.88154 -0.24798 1.53398 0.008 0.360 -0.337
C 0.86909 -0.02833 2.82101 0.031 0.024 0.020
C -0.14955 0.64191 3.52604 -0.206 -0.004 -0.049
C -0.02044 0.69236 4.93530 0.080 -0.053 0.020
C -0.92207 1.36122 5.70890 -0.012 0.053 0.191
C -2.00504 2.02096 5.10263 0.087 0.001 -0.152
C -2.15088 2.01179 3.73766 -0.146 0.196 0.009
C -1.23532 1.34623 2.91306 0.198 0.048 -0.143
O -1.40169 1.46046 1.61217 0.287 0.069 0.127
H 3.07515 -2.23922 -1.58036 -0.018 -0.098 -0.055
H 3.90349 -2.11019 -0.09286 0.008 0.029 0.052
H 1.72273 -0.39897 3.38234 0.001 -0.039 -0.038
H 0.82495 0.19159 5.39430 -0.027 0.006 -0.032
H -0.79037 1.40805 6.78248 -0.036 -0.010 -0.070
H -2.71147 2.56876 5.70858 0.019 0.083 -0.002
H -2.94646 2.56404 3.25530 0.019 0.019 0.041
S 1.20452 2.65930 -3.70991 -0.056 -0.071 0.084
C 2.66411 1.78759 -3.63559 0.004 0.139 -0.046
C 2.54417 0.66250 -2.88634 -0.031 -0.111 0.066
C 1.23692 0.52002 -2.34581 0.225 -0.047 -0.117
C 0.36888 1.52278 -2.70958 0.002 0.033 -0.058
C -1.05816 1.79215 -2.40378 -0.114 -0.146 -0.082
C -1.81087 2.49185 -3.33653 0.152 -0.059 -0.021
C -3.14952 2.74915 -3.10876 -0.042 0.037 -0.011
C -3.71724 2.31569 -1.92793 -0.061 -0.028 0.001
C -2.91570 1.66328 -1.01729 0.024 -0.046 0.254
N -1.61960 1.38796 -1.23402 0.212 0.634 -0.435
H 3.54160 2.15529 -4.14778 -0.077 -0.054 0.034
H 3.34959 -0.03497 -2.71116 -0.024 0.041 -0.006
H -1.34513 2.79220 -4.26436 -0.069 -0.013 -0.015
H -3.73931 3.27119 -3.85124 0.029 -0.023 0.022
H -4.76176 2.46595 -1.69633 0.026 0.010 -0.018
H -3.30574 1.35687 -0.05746 -0.005 -0.040 0.004
N 1.11239 2.21296 0.12302 -0.580 -0.147 0.288
C 0.81984 3.22060 1.12455 -0.056 0.035 0.042
C 1.48153 3.22023 2.33881 0.080 -0.055 0.151
C 1.09301 4.10993 3.33773 -0.097 0.040 -0.210
C 0.04911 4.99370 3.10158 -0.036 0.043 0.329
C -0.58430 5.02059 1.86404 0.093 -0.066 0.005
C -0.19502 4.13416 0.87377 -0.105 0.028 -0.079
S -0.55218 6.05293 4.44302 -0.234 -0.028 0.204
O -1.70407 5.30660 4.94394 0.083 -0.183 -0.146
O 0.55593 6.11963 5.37608 0.103 -0.087 -0.097
O -0.89996 7.29918 3.79218 0.058 -0.024 -0.156
H 2.03892 1.83462 0.28528 0.106 -0.069 -0.081
H 1.11353 2.65688 -0.78574 0.093 -0.041 -0.190
H 2.29482 2.51962 2.51691 -0.022 0.038 -0.026
H 1.58646 4.14242 4.30219 -0.005 -0.022 -0.061
H -1.38103 5.73759 1.70253 0.064 -0.024 -0.018
H -0.69548 4.13220 -0.09212 -0.005 -0.017 0.045
Se -5.18538 -1.67425 -1.39578 0.902 0.123 0.455
Sb -2.84427 -2.22608 -1.73581 -1.022 -1.016 -2.472
Se -1.92804 -1.37765 0.61615 0.914 1.025 0.557
Se -1.88855 -1.25100 -3.74141 0.074 0.075 0.688
Se -2.04108 -4.47820 -1.30517 0.081 0.817 0.421
```
Positions in Å, forces in eV/Å.

[4]
Molecular formula: C31H77N4O12P
Method: DFT, ωB97M-V with the def2-TZVPD basis set

Its SMILES is CC(=O)OCCCC[PH3]COO.COCCNCCOC.COCCNCCOC.COCCNCCOC.COCCNCCOC. Its charge is 0. The HOMO energy is -0.3120 hartree. For the energy relative to the best compared isomer or geometry (same formula, charge and spin), the calculation gives 214.2 kJ/mol. Its orbital gap is 9.32 eV.

XYZ file:
```
125
Properties=species:S:1:pos:R:3:forces:R:3
C -2.64919 -2.07644 4.69306 -1.834 -0.041 0.718
C -3.55022 -1.32076 3.58776 2.251 0.926 -0.991
O -3.01312 -0.50571 2.80998 -2.367 -2.641 2.260
O -4.91728 -1.69096 3.55823 2.083 -0.002 -0.590
C -5.25538 -2.40436 2.33611 -1.162 -1.096 -0.583
C -4.47696 -3.78990 2.14113 0.231 0.360 -1.277
C -4.53899 -4.12413 0.54790 0.811 0.093 1.158
C -3.38085 -5.16338 0.15776 -2.247 -0.404 0.271
P -1.64486 -4.36348 -0.03428 0.256 -0.403 0.117
C 0.16500 -3.68393 -0.05951 1.874 0.064 0.793
O 0.27448 -2.44286 -0.78018 -2.639 -0.828 0.166
O 1.59848 -2.15762 -1.04856 2.855 0.363 -0.318
H -3.36360 -2.62083 5.41499 1.069 0.813 -1.102
H -2.00417 -2.89733 4.23417 -0.822 1.482 0.337
H -2.05840 -1.34172 5.33709 -0.629 -1.028 -1.294
H -5.20687 -1.73300 1.40355 0.378 -0.975 1.567
H -6.36776 -2.67636 2.43489 1.773 0.615 -0.002
H -4.92832 -4.63673 2.75818 0.510 1.194 -0.802
H -3.36564 -3.74882 2.39426 -1.391 0.265 -0.082
H -5.59469 -4.47644 0.31709 1.415 0.485 -0.087
H -4.28731 -3.13717 0.02483 -0.707 -1.280 0.462
H -3.72852 -5.70858 -0.78679 0.730 0.616 1.128
H -3.32282 -5.93094 1.00218 -0.017 0.794 -1.135
H -1.17114 -5.30470 0.97199 0.129 0.469 -0.368
H -1.54541 -4.78450 -1.40701 -0.031 0.334 0.423
H -2.15011 -3.04625 0.28256 0.132 -0.380 -0.162
H 0.88406 -4.49418 -0.46457 -1.092 1.199 0.245
H 0.51229 -3.51146 1.03277 -0.573 -0.198 -1.356
H 1.64819 -1.32285 -1.57596 -0.959 -0.831 0.502
C 0.94698 -6.93907 9.03098 0.108 0.285 0.065
O 1.97318 -6.10924 8.50930 -0.234 -0.379 -0.123
C 2.47340 -6.56583 7.25088 0.319 0.516 -0.106
C 2.13413 -5.56000 6.15293 -0.378 -0.280 0.315
N 0.69739 -5.55478 5.87346 0.230 0.116 -0.116
C 0.27715 -4.45662 5.00030 -0.166 -0.073 0.343
C 0.40674 -3.03117 5.55605 -0.244 0.043 -0.399
O -0.45932 -2.76218 6.65531 0.548 -0.107 -0.071
C 0.08186 -3.09672 7.92460 -0.359 0.159 0.071
H 0.69097 -6.57372 10.02703 0.092 0.027 -0.084
H 0.05084 -6.88858 8.40494 -0.047 -0.195 0.004
H 1.28755 -7.97455 9.11548 -0.087 -0.042 -0.031
H 2.10938 -7.56818 7.00165 -0.153 0.124 0.044
H 3.56194 -6.62424 7.34687 -0.018 -0.021 -0.040
H 2.67810 -5.82510 5.24111 -0.048 0.028 0.002
H 2.47474 -4.57348 6.48580 0.257 -0.011 0.019
H 0.19181 -5.47807 6.74931 0.068 -0.036 -0.090
H -0.77852 -4.63215 4.76806 0.048 0.075 -0.024
H 0.82209 -4.52539 4.05256 0.065 0.029 0.073
H 0.09783 -2.34645 4.75977 0.042 -0.025 0.071
H 1.44136 -2.76245 5.79361 -0.007 -0.117 0.175
H 1.16840 -2.97711 7.95971 -0.038 -0.107 -0.062
H -0.19807 -4.11457 8.20185 0.206 -0.076 0.117
H -0.35997 -2.42485 8.66426 0.009 0.004 -0.102
C -8.96251 2.61834 -1.82910 0.110 0.030 0.290
O -9.54237 2.54675 -0.53585 -0.118 -0.120 -0.433
C -10.85140 1.97387 -0.54281 -0.017 -0.046 0.614
C -10.84733 0.64190 0.20435 0.311 0.115 -0.470
N -10.11488 -0.37811 -0.54766 -0.170 0.016 0.266
C -9.87701 -1.60617 0.21407 0.280 0.139 -0.231
C -8.94521 -1.50584 1.42960 -0.034 -0.461 -0.126
O -7.59458 -1.20795 1.09373 -0.651 0.361 0.074
C -7.30152 0.17913 1.00307 0.349 -0.162 -0.084
H -8.01243 3.14865 -1.74422 -0.097 -0.024 0.081
H -8.76359 1.61638 -2.22152 -0.059 0.032 -0.188
H -9.60977 3.16890 -2.51711 0.014 -0.061 -0.080
H -11.24719 1.86206 -1.55781 0.181 -0.088 0.017
H -11.50371 2.67187 -0.00904 -0.024 -0.034 -0.024
H -11.87929 0.30912 0.35280 0.042 -0.033 -0.005
H -10.39235 0.81048 1.18653 -0.155 0.165 0.129
H -9.21779 0.00163 -0.82984 -0.114 -0.023 0.014
H -9.43950 -2.32558 -0.48562 0.006 -0.031 0.136
H -10.83956 -2.02235 0.53027 0.018 0.092 0.046
H -8.92336 -2.49527 1.90026 0.030 0.018 -0.038
H -9.32190 -0.82051 2.19628 0.063 0.166 -0.105
H -7.90498 0.77877 1.69022 -0.057 -0.050 -0.095
H -7.43118 0.52963 -0.02246 -0.095 0.219 0.036
H -6.24899 0.31688 1.26359 -0.060 -0.059 0.044
C 2.50303 1.55443 -1.90687 0.068 -0.167 -0.170
O 2.03470 1.10181 -3.16837 -0.051 0.248 0.312
C 1.15141 2.03073 -3.80181 -0.051 -0.271 -0.591
C 1.79005 2.57969 -5.07579 0.255 0.058 0.563
N 2.91219 3.46447 -4.75985 -0.219 -0.120 -0.247
C 3.70851 3.83947 -5.93174 0.244 -0.045 0.366
C 4.49022 2.71891 -6.63180 0.177 0.518 -0.214
O 5.53666 2.16770 -5.83911 -0.404 -0.190 -0.138
C 5.13644 1.09630 -4.99892 0.411 0.084 0.030
H 3.09047 0.75167 -1.45652 -0.036 0.021 -0.082
H 3.14914 2.42945 -2.02447 -0.061 0.087 0.163
H 1.66726 1.79086 -1.24283 0.046 0.082 0.044
H 0.84835 2.83760 -3.12635 0.209 -0.027 0.002
H 0.25047 1.47285 -4.07486 -0.002 0.044 0.008
H 1.03907 3.13801 -5.64317 0.049 0.006 0.003
H 2.11827 1.72679 -5.68007 -0.217 -0.134 -0.075
H 3.52115 2.99937 -4.09546 -0.084 0.061 -0.058
H 4.42922 4.58921 -5.59068 0.052 -0.086 -0.174
H 3.05983 4.33745 -6.66043 -0.032 -0.110 0.010
H 4.98106 3.16542 -7.50299 0.023 0.009 0.096
H 3.83885 1.93246 -7.02843 -0.023 -0.108 0.197
H 4.32516 0.50536 -5.43373 -0.044 0.109 0.049
H 4.84931 1.47073 -4.01445 -0.191 -0.157 0.068
H 5.99939 0.44086 -4.85845 -0.024 0.063 -0.062
C 7.96937 8.38543 -2.22095 0.075 0.061 -0.298
O 9.04965 8.06282 -3.08264 -0.175 -0.136 0.406
C 9.85714 6.99270 -2.58741 0.320 -0.073 -0.536
C 9.74235 5.77758 -3.50546 -0.470 0.249 0.295
N 8.41566 5.16817 -3.40421 0.319 -0.042 -0.109
C 8.16367 4.14459 -4.42250 -0.343 0.265 0.073
C 8.08887 4.61669 -5.88203 -0.184 -0.591 0.014
O 6.97456 5.45960 -6.15585 0.447 0.100 0.020
C 7.20964 6.84034 -5.92706 -0.381 -0.077 -0.140
H 7.46571 9.26506 -2.62563 0.106 -0.061 -0.028
H 7.24740 7.56419 -2.17913 -0.036 0.007 0.195
H 8.32888 8.62031 -1.21544 -0.074 -0.047 0.051
H 9.61137 6.73606 -1.55149 -0.167 -0.002 -0.116
H 10.89282 7.34608 -2.60327 -0.005 -0.035 0.027
H 10.50046 5.04035 -3.22344 -0.046 -0.012 -0.023
H 9.94620 6.11088 -4.52898 0.251 0.081 -0.008
H 7.71250 5.89285 -3.49887 0.089 -0.072 0.033
H 7.20403 3.68357 -4.16884 0.058 -0.036 -0.190
H 8.92134 3.35845 -4.33487 0.045 0.094 -0.035
H 7.94594 3.72521 -6.50151 -0.075 0.043 0.077
H 9.02349 5.07188 -6.22756 -0.040 0.211 0.103
H 8.24895 7.12380 -6.11654 -0.011 -0.059 0.115
H 6.92019 7.11295 -4.91044 0.176 0.179 0.060
H 6.57117 7.40618 -6.60990 0.031 -0.087 0.001
```
Positions in Å, forces in eV/Å.

Which formula does entry 3 have? C23H19N5O4S3SbSe4Tc

Which formula does entry 3 have? C23H19N5O4S3SbSe4Tc